Formula: C59H102F14N15O32S14
Source: the OMol25 dataset
Level of theory: the ωB97M-V functional and the def2-TZVPD basis

CARTESIAN COORDINATES (ANGSTROEM)
C (-1.21700, 7.23973, -1.66676)
N (-2.21902, 6.23055, -1.36678)
C (-2.68032, 6.17133, -0.09612)
C (-3.56720, 5.17984, 0.27623)
C (-3.88144, 4.14659, -0.55477)
C (-3.34100, 4.16506, -1.84186)
C (-2.62112, 5.25286, -2.25328)
C (-4.80354, 3.04101, -0.18969)
C (-5.09692, 2.74730, 1.15065)
C (-5.83446, 1.63853, 1.46251)
N (-6.45033, 0.88646, 0.44719)
C (-6.10762, 1.14009, -0.80843)
C (-5.25802, 2.15595, -1.14612)
C (-7.18574, -0.30568, 0.83956)
H (-0.91980, 7.05650, -2.71165)
H (-0.39852, 6.95607, -1.01723)
H (-1.61805, 8.21663, -1.51721)
H (-2.37824, 6.94887, 0.55711)
H (-3.92092, 5.24024, 1.31157)
H (-3.61622, 3.42099, -2.57332)
H (-2.21753, 5.29818, -3.28370)
H (-4.65542, 3.32148, 1.97156)
H (-6.07422, 1.30431, 2.45431)
H (-6.60444, 0.55453, -1.58859)
H (-5.09059, 2.42066, -2.18191)
H (-7.27707, -0.98672, -0.00938)
H (-8.15853, -0.03425, 1.27425)
H (-6.60660, -0.76668, 1.64102)
C (2.60017, 3.59980, -5.41864)
N (1.65424, 2.53728, -5.91039)
C (0.44265, 2.50082, -5.36024)
C (-0.49479, 1.50887, -5.71044)
C (-0.09310, 0.48143, -6.52146)
C (1.17071, 0.54963, -7.06928)
C (2.01922, 1.54906, -6.74039)
C (-0.91993, -0.69706, -6.81946)
C (-0.81602, -1.85507, -6.07112)
C (-1.69304, -2.89733, -6.38806)
N (-2.58468, -2.72942, -7.34699)
C (-2.69961, -1.69251, -8.10652)
C (-1.77591, -0.67233, -7.94424)
C (-3.46506, -3.89462, -7.60695)
H (2.06310, 4.34043, -4.86982)
H (3.17312, 4.07689, -6.27130)
H (3.26890, 3.15522, -4.69261)
H (0.05437, 3.30124, -4.75372)
H (-1.49706, 1.51871, -5.30686)
H (1.48412, -0.22560, -7.76196)
H (2.98165, 1.68720, -7.19886)
H (-0.16960, -1.97637, -5.24327)
H (-1.57894, -3.86170, -5.95605)
H (-3.55336, -1.76649, -8.82158)
H (-1.77213, 0.22529, -8.52778)
H (-2.84590, -4.68274, -8.04981)
H (-4.21414, -3.63169, -8.34898)
H (-3.96236, -4.23912, -6.69435)
C (0.27992, -0.36613, 1.89281)
C (-0.88426, -0.39518, 0.84014)
C (-1.43924, 1.04772, 0.78151)
C (-0.65197, 2.06089, -0.13022)
C (-0.46197, 1.43911, -1.53579)
C (0.33092, 0.11996, -1.50893)
N (-0.25929, -0.86570, -0.43983)
O (0.00359, -2.14806, -0.56867)
C (1.78420, 0.31093, -1.05432)
C (0.27324, -0.54497, -2.87811)
C (-1.87954, -1.43939, 1.31633)
H (0.97458, -1.17897, 1.76122)
H (-0.19649, -0.40783, 2.86472)
H (0.78011, 0.62088, 1.85641)
H (-1.67684, 1.50157, 1.75984)
H (-2.45001, 1.00095, 0.33534)
H (0.30976, 2.17854, 0.35536)
H (-1.18833, 2.97942, -0.18952)
H (0.19968, 2.06465, -2.13094)
H (-1.37438, 1.35070, -2.09730)
H (2.21604, 1.08039, -1.71496)
H (2.32566, -0.60988, -1.12671)
H (1.81555, 0.69340, -0.04295)
H (-0.75431, -0.70989, -3.17377)
H (0.85917, -1.48806, -2.95668)
H (0.78453, 0.22641, -3.50205)
H (-1.40505, -2.38850, 1.26338)
H (-2.68153, -1.52101, 0.52667)
H (-2.24889, -1.21919, 2.30900)
C (-0.70517, -4.68683, -2.20084)
C (0.32121, -5.59747, -1.62183)
C (0.25115, -6.94545, -2.17834)
C (1.51016, -7.76838, -2.13380)
C (2.65526, -7.09430, -2.79583)
C (2.98150, -5.78330, -2.09765)
N (1.71707, -5.02680, -2.02964)
O (1.83850, -3.69728, -2.15619)
C (3.93407, -4.99022, -2.99827)
C (3.55750, -6.03751, -0.66473)
C (0.13158, -5.60618, -0.08726)
H (-1.61560, -5.27593, -2.36813)
H (-0.42046, -4.15557, -3.12942)
H (-0.85036, -3.88418, -1.51534)
H (0.08659, -6.89177, -3.26798)
H (-0.58219, -7.38515, -1.69155)
H (1.26667, -8.72256, -2.66047)
H (1.75392, -8.06515, -1.07916)
H (2.50059, -6.86689, -3.83272)
H (3.52928, -7.71317, -2.68231)
H (4.12452, -3.98091, -2.66911)
H (3.47999, -4.82889, -3.97331)
H (4.89179, -5.54730, -3.13077)
H (2.95116, -6.64044, 0.01958)
H (3.70113, -5.06355, -0.17353)
H (4.53230, -6.41038, -0.92987)
H (-0.98172, -5.73099, -0.08671)
H (0.38776, -4.57888, 0.23768)
H (0.64743, -6.41266, 0.47097)
C (-2.43702, -0.77402, 9.43140)
C (-2.54750, 0.36306, 8.41662)
C (-1.81310, 1.57669, 8.97942)
C (-1.35974, 2.61755, 7.96069)
C (-0.34787, 2.03350, 7.00582)
C (-0.96431, 0.86408, 6.21603)
N (-1.84855, -0.03689, 7.10554)
O (-2.05730, -1.29260, 6.58864)
C (0.17934, 0.00616, 5.63480)
C (-1.77107, 1.28861, 5.04981)
C (-4.00086, 0.75281, 8.09595)
H (-1.40079, -1.06978, 9.60359)
H (-2.92386, -1.68247, 9.08350)
H (-3.02875, -0.54377, 10.33244)
H (-1.01622, 1.23346, 9.58325)
H (-2.48956, 2.00122, 9.65902)
H (-0.93410, 3.46942, 8.52087)
H (-2.16023, 3.04386, 7.34077)
H (0.63295, 1.71969, 7.43615)
H (-0.19096, 2.83758, 6.21204)
H (-0.26784, -0.64923, 4.89385)
H (0.68132, -0.61158, 6.39252)
H (0.95205, 0.68560, 5.26162)
H (-1.06592, 1.89192, 4.47280)
H (-2.66355, 1.86977, 5.34982)
H (-2.14084, 0.49075, 4.37283)
H (-4.46450, 1.17362, 8.97810)
H (-4.42151, -0.19295, 7.72429)
H (-4.14085, 1.59168, 7.39720)
C (3.76816, 2.32540, 2.22329)
C (5.13278, 1.65982, 2.24316)
N (6.10316, 2.07193, 1.22515)
C (6.60161, 3.48162, 1.51061)
C (7.33086, 1.14257, 1.28063)
C (8.02178, 0.96966, 2.62311)
C (5.41174, 1.95762, -0.12658)
C (6.31097, 2.16585, -1.33729)
O (6.86726, 3.48538, -1.43754)
C (6.30874, 4.34840, -2.37023)
H (3.16043, 1.94127, 1.35470)
H (3.90509, 3.42625, 2.20291)
H (3.25791, 1.91747, 3.08375)
H (5.01701, 0.62480, 1.97191)
H (5.60864, 1.79422, 3.24231)
H (7.20873, 3.47782, 2.40230)
H (5.71681, 4.15231, 1.66622)
H (7.16526, 3.84754, 0.62145)
H (8.05732, 1.52107, 0.58837)
H (7.06746, 0.14420, 0.94884)
H (8.29762, 1.86297, 3.15939)
H (8.95617, 0.44366, 2.37255)
H (7.45164, 0.32156, 3.22097)
H (4.56552, 2.61934, -0.12163)
H (5.01512, 0.92713, -0.19048)
H (5.64874, 1.88923, -2.18432)
H (7.15056, 1.46736, -1.29293)
H (6.55483, 5.37881, -2.13795)
H (5.21718, 4.24304, -2.38965)
H (6.71230, 4.18806, -3.37517)
N (5.10879, -1.48731, 0.56978)
S (5.52087, -1.72022, -0.97960)
O (4.89534, -0.82369, -1.93524)
O (5.80455, -3.07950, -1.42976)
F (7.08240, -1.10910, -0.77065)
S (3.94818, -2.24857, 1.34334)
O (4.60428, -2.95564, 2.35621)
O (2.84578, -2.72464, 0.51178)
F (3.40989, -0.94962, 2.04588)
N (-6.35800, -1.21696, 4.88575)
S (-4.97202, -0.69170, 4.25458)
O (-4.76296, -0.62987, 2.81819)
O (-3.97300, -1.33000, 4.97059)
F (-4.96821, 0.81528, 4.67742)
S (-7.56963, -2.07397, 4.37934)
O (-8.18743, -2.69280, 5.55597)
O (-7.31837, -2.88044, 3.13934)
F (-8.53363, -0.75721, 3.94715)
N (-0.23827, -4.16735, 5.09965)
S (0.76493, -3.62021, 3.97359)
O (1.96540, -3.03145, 4.35701)
O (-0.00571, -3.09692, 2.91410)
F (1.18709, -5.08317, 3.20649)
S (-0.12914, -4.01181, 6.64010)
O (-1.12927, -4.87980, 7.20655)
O (-0.12485, -2.60287, 7.16641)
F (1.29899, -4.65242, 7.12627)
N (-4.49342, -0.62159, -3.30256)
S (-3.72794, -1.91396, -2.93261)
O (-3.60954, -1.95929, -1.53031)
O (-2.54116, -2.16893, -3.68027)
F (-4.71588, -3.15167, -3.39353)
S (-4.39956, 0.25386, -4.48486)
O (-4.42294, -0.23751, -5.82280)
O (-3.48453, 1.36847, -4.23426)
F (-5.74521, 0.99836, -4.38046)
N (2.57701, -4.31658, -6.30002)
S (3.14190, -2.83729, -6.18305)
O (3.12489, -1.90060, -7.28182)
O (4.32396, -3.02644, -5.43875)
F (2.07557, -2.09710, -5.07447)
S (1.37072, -4.77080, -7.28191)
O (1.80412, -5.71964, -8.20997)
O (0.25369, -3.92311, -7.49587)
F (0.74674, -5.63399, -5.92023)
N (-3.63088, 4.85360, 3.54845)
S (-4.55926, 4.49649, 4.81718)
O (-5.19579, 5.63419, 5.30876)
O (-4.07307, 3.52521, 5.74546)
F (-5.58530, 3.81432, 3.86226)
S (-2.00785, 4.67583, 3.64643)
O (-1.42777, 4.53042, 4.98255)
O (-1.65305, 5.74353, 2.67182)
F (-1.63713, 3.35515, 2.96899)
N (1.15447, 4.74649, -0.79839)
S (1.33430, 4.48251, -2.29570)
O (2.26678, 3.39804, -2.51195)
O (1.51959, 5.70427, -3.09155)
F (-0.23919, 4.16829, -2.61654)
S (2.17037, 5.04224, 0.35698)
O (3.43744, 4.50752, -0.03355)
O (1.58332, 4.77847, 1.66136)
F (2.56109, 6.59418, 0.16432)

Forces on atoms 1 to 3 (eV/Å):
C 0.523 -1.290 -1.256
N -1.669 -1.657 0.464
C -0.456 -0.603 -1.521

Results
Net charge   +1
Relative energy (zero: lowest compared OMol25 entry of this formula, charge and spin)   0.0 kJ/mol
Largest force on an atom   0.180 Eh/bohr
Orbital gap   0.2027 hartree
HOMO energy   -10.8 eV

Atomic partial charges in e from the Mulliken method, atoms 1 to 6:
1. C -1.053
2. N 0.142
3. C -0.834
4. C -0.441
5. C 1.462
6. C -0.299